This record from the Open Molecules 2025 dataset describes C16H27CdNO8 as an isolated structure in a non-equilibrium geometry. The level of theory is ωB97M-V/def2-TZVPD.

ORCA input file:
```
! RIJCOSX wB97M-V def2-TZVPD def2/J DEFGRID3
* xyz -2 1
Cd 12.678 22.943 -0.390
C 13.969 17.457 1.808
C 14.506 16.472 2.657
C 14.834 16.780 4.149
O 15.372 15.975 4.995
C 14.632 17.994 4.638
C 14.050 19.109 3.891
C 13.714 18.802 2.314
O 13.311 19.763 1.602
O 13.848 20.271 4.328
O 14.483 15.310 2.139
H 13.773 17.270 0.762
H 14.781 18.228 5.681
C 17.463 25.370 2.327
C 16.751 25.086 1.028
O 15.410 24.623 1.092
H 17.428 24.433 2.882
H 17.062 26.168 2.950
H 18.537 25.556 2.358
H 17.374 24.340 0.537
H 16.942 25.955 0.398
C 7.546 24.044 2.385
C 8.538 24.727 1.453
O 9.776 24.047 1.431
H 6.523 24.289 2.099
H 7.819 24.296 3.410
H 7.491 22.977 2.168
H 8.687 25.701 1.917
H 8.178 24.788 0.426
C 10.041 21.736 -2.709
O 11.454 21.843 -2.520
C 12.228 20.727 -3.158
C 13.741 20.854 -3.112
N 14.159 22.209 -2.706
C 14.071 23.088 -3.846
C 13.502 24.481 -3.589
O 12.390 24.422 -2.750
C 11.983 25.802 -2.415
H 9.508 22.631 -2.388
H 9.724 20.950 -2.024
H 9.772 21.546 -3.748
H 11.931 20.652 -4.204
H 11.840 19.808 -2.718
H 14.228 20.377 -3.963
H 13.982 20.123 -2.340
H 15.130 22.139 -2.438
H 13.528 22.681 -4.699
H 15.094 23.265 -4.179
H 13.408 24.979 -4.554
H 14.265 25.155 -3.199
H 12.511 26.131 -1.520
H 10.917 25.720 -2.201
H 12.169 26.405 -3.304
*
```

Computed properties:
Energy relative to the best compared isomer or geometry (same formula, charge and spin): 162.0 kcal/mol
HOMO-LUMO gap: 2.206 eV

Atom charges from the Löwdin analysis, given in e for atoms 1 to 6: 1.304 -0.002 -0.355 -0.414 -0.098 -0.039